[1]
The following is a quantum chemistry calculation of 2 unconnected molecules or ions with the total composition C3H4ClF3O2PS at a distorted geometry, from OMol25.

- ΔE to the lowest compared entry with this formula, charge and spin (kcal per mole) = 31.9
- E_HOMO (alpha / beta) (eV) = -3.469 / -4.840
- orbital gap (alpha / beta) (Eh) = 0.2430 / 0.2955
- net charge = -1
- E_tot (eV) = -48071.6474

The geometry in XYZ format:
```
15
Properties=species:S:1:pos:R:3:forces:R:3
C 0.363090 0.205692 -1.635765 -0.2 -0.5 -0.3
C -0.726821 -0.479688 2.557664 0.3 0.4 -0.6
C -1.158277 0.233567 -1.655791 0.1 -0.1 -0.3
O 2.437676 1.451546 1.315535 0.2 0.9 0.6
O 0.868241 1.016577 -0.644654 0.3 0.2 1.2
F -1.667023 1.469353 -1.686207 0.0 0.5 0.1
F -1.729506 -0.393275 -0.624835 0.0 -0.2 0.4
F -1.627184 -0.377230 -2.769533 0.1 -0.2 -0.3
P 1.722020 0.345739 0.677163 -0.9 -0.8 -0.9
S 2.696079 -1.233645 -0.016564 -0.1 -0.2 0.2
Cl -0.172645 -1.471230 3.838805 0.2 -0.3 0.3
H 0.696931 -0.836521 -1.497828 -0.2 0.2 -0.2
H 0.706827 0.569157 -2.613425 -0.1 -0.1 0.1
H -1.373744 -0.999834 1.871204 0.1 0.0 -0.2
H -1.035664 0.499791 2.884232 0.1 0.2 -0.1
```
Positions in Å, forces in eV/Å.

=====

[2]
The following is a quantum chemistry calculation of 8 unconnected molecules or ions with the total composition C43H36Cl3N7O14 at a distorted geometry, from OMol25.

- structure (SMILES) = O=[N+]([O-])c1ccccc1.O=[N+]([O-])c1ccccc1.O=[N+]([O-])c1ccccc1.O=[N+]([O-])c1ccccc1.O=[N+]([O-])c1ccccc1.O=[N+]([O-])c1ccccc1.O=[N+]([O-])c1ccccc1.ClC(Cl)Cl
- ΔE to the lowest compared entry with this formula, charge and spin (kcal per mole) = 0.0
- E_HOMO (eV) = -9.799
- orbital gap (Eh) = 0.3207
- E_tot (eV) = -121817.5510

The geometry in XYZ format:
```
103
Properties=species:S:1:pos:R:3:forces:R:3
O 12.443107 16.017220 23.204646 0.5 0.9 -0.6
N 13.233162 16.787357 22.663295 0.5 -0.4 0.6
O 13.763443 17.750106 23.204298 -0.6 -0.6 -0.4
C 13.689504 16.446133 21.281051 -0.8 0.3 1.1
C 14.929660 16.861125 20.882246 0.4 0.5 1.1
C 15.370527 16.475778 19.669082 0.8 0.1 -1.7
C 14.553390 15.812440 18.766761 -0.3 -0.3 0.5
C 13.283512 15.469721 19.159213 -1.4 -0.5 0.6
C 12.841502 15.745549 20.477237 0.1 0.0 -1.3
H 15.547931 17.459890 21.524581 0.1 0.1 0.3
H 16.348869 16.767981 19.336675 0.4 0.0 0.0
H 14.902246 15.549140 17.792860 0.2 0.0 -0.5
H 12.592510 14.971327 18.465079 0.4 0.2 0.3
H 11.855509 15.528754 20.846182 -0.2 -0.3 -0.1
O 16.904725 24.052736 16.635195 1.6 0.3 1.4
N 17.869690 23.933297 17.417198 -1.5 -1.0 -1.1
O 18.082457 24.614285 18.398876 0.0 -0.1 -0.7
C 18.748018 22.738884 17.147976 1.1 0.9 0.8
C 18.375833 21.836228 16.173420 0.4 -0.3 0.7
C 19.198757 20.713338 16.077103 -0.3 -0.3 -0.8
C 20.365669 20.591953 16.788465 0.5 -1.1 0.2
C 20.756553 21.558777 17.675258 0.2 1.1 0.7
C 19.952159 22.650949 17.907369 -2.2 0.5 -1.0
H 17.470689 21.981596 15.605252 0.0 -0.1 0.0
H 18.969968 19.895325 15.415469 -0.4 0.0 -0.3
H 20.977682 19.677416 16.752383 -0.4 0.5 -0.4
H 21.682860 21.490863 18.200060 0.5 -0.2 0.3
H 20.082010 23.467578 18.611156 0.5 -0.4 0.0
O 7.909396 19.330897 15.971373 -0.8 0.2 0.6
N 8.971504 19.249806 15.425669 1.1 -0.7 -1.8
O 9.122848 19.332062 14.197450 0.2 0.1 1.6
C 10.176208 18.948688 16.279042 0.4 1.5 -2.0
C 11.430364 19.346352 15.769463 -0.9 -0.9 0.6
C 12.521185 19.105689 16.593726 0.6 1.3 -1.0
C 12.350974 18.659617 17.872548 0.3 -0.5 1.0
C 11.082312 18.383304 18.322512 -0.9 -1.0 1.6
C 9.958241 18.475222 17.541162 0.1 0.4 -1.2
H 11.511321 19.792161 14.784917 0.0 -0.1 0.1
H 13.508062 19.453748 16.292384 -0.1 -0.3 -0.2
H 13.209225 18.498633 18.537606 -0.4 0.2 -0.3
H 10.874056 18.052730 19.330916 0.5 -0.1 0.2
H 8.930090 18.240416 17.748439 0.0 -0.1 0.8
O 11.920077 15.156621 8.460526 0.4 0.0 -0.1
N 12.483309 16.160947 8.842334 -0.5 1.0 0.6
O 11.929181 17.255544 8.965734 0.5 -1.0 -0.3
C 13.912416 16.079379 9.291686 -1.1 -0.7 -1.0
C 14.427093 17.203634 9.886882 0.6 -0.8 0.4
C 15.712787 17.100182 10.373774 0.9 -0.7 0.0
C 16.413921 15.888892 10.264086 -0.3 0.7 -0.6
C 15.846750 14.789603 9.598359 1.0 0.7 0.4
C 14.585623 14.878158 9.053715 -1.0 0.0 0.1
H 13.825751 18.062061 10.028925 -0.4 0.7 -0.1
H 16.236403 17.931488 10.819954 -0.2 0.2 0.1
H 17.455393 15.891120 10.589549 -0.3 -0.3 0.1
H 16.495002 13.936441 9.519386 -0.2 -0.5 -0.3
H 14.044517 14.068869 8.512356 0.7 0.7 0.6
O 14.976392 13.957472 12.805584 0.3 -0.4 -0.3
N 16.143774 13.635934 12.700836 0.4 0.8 0.6
O 17.061261 14.249960 13.209586 0.3 0.6 0.4
C 16.549977 12.442916 11.979124 -2.6 -0.2 -0.4
C 17.857635 12.092300 11.833758 0.1 1.1 0.7
C 18.156903 10.935622 11.194640 1.5 -0.7 -0.4
C 17.165859 10.191366 10.614656 -1.9 -0.3 0.0
C 15.797688 10.535246 10.781318 0.8 0.6 0.3
C 15.466225 11.713499 11.498509 1.4 -2.0 -0.8
H 18.612659 12.733111 12.232927 0.4 0.2 0.3
H 19.210120 10.634392 11.192836 -0.5 0.0 -0.4
H 17.372849 9.295776 10.054877 0.2 -0.2 0.0
H 15.065943 9.842261 10.368913 -0.1 0.4 0.1
H 14.472499 12.016736 11.755101 -0.3 0.1 -0.2
O 19.344586 17.545387 11.310362 0.2 0.0 -1.0
N 20.096303 18.081237 10.489443 -0.3 -0.3 2.0
O 20.222710 17.766167 9.338849 -0.2 -0.2 -0.6
C 20.921811 19.163552 11.046898 0.5 -0.5 0.7
C 21.043465 19.275893 12.441322 -0.9 -0.5 -1.6
C 21.760557 20.339457 12.915567 0.0 -0.2 1.2
C 22.386667 21.214389 12.057669 0.0 0.3 -1.2
C 22.295834 21.022579 10.674660 0.9 0.0 -0.2
C 21.611053 19.944609 10.148744 -1.2 0.0 0.8
H 20.519124 18.548795 13.049484 0.1 0.2 0.2
H 21.795020 20.432176 13.996062 0.3 0.3 -0.1
H 22.925473 22.085428 12.391224 0.1 0.0 0.3
H 22.846893 21.658949 9.989326 -0.2 0.2 0.2
H 21.377891 19.688198 9.136574 0.6 0.4 -0.7
O 17.361411 14.230325 16.488611 0.0 -0.6 0.0
N 18.220271 13.461400 16.889326 0.3 0.2 0.0
O 19.177709 13.797643 17.543521 0.3 0.5 0.4
C 18.159308 12.025030 16.575001 -1.9 1.3 -1.7
C 18.767847 11.165463 17.408922 0.3 -0.3 0.9
C 18.599064 9.830465 17.080705 1.2 -0.7 1.1
C 17.913935 9.440110 15.963012 0.1 -1.3 0.5
C 17.284628 10.340487 15.163291 -1.0 0.4 -1.4
C 17.379715 11.674946 15.461250 1.0 0.8 0.8
H 19.260421 11.625826 18.270118 0.1 -0.8 -0.2
H 19.045017 9.048933 17.690286 0.0 0.2 0.1
H 17.831818 8.380969 15.751989 0.0 0.0 0.0
H 16.713030 9.966993 14.312463 0.1 0.3 0.1
H 17.013806 12.523729 14.907248 -0.4 -0.3 -0.3
Cl 14.830333 16.787813 14.469603 -0.5 0.1 0.3
C 16.488086 16.820954 14.976968 0.2 -1.3 1.6
Cl 16.782532 17.597401 16.584437 -0.4 0.1 -0.3
Cl 17.471317 17.511663 13.803939 1.3 1.2 -1.6
H 16.871583 15.810378 15.122769 -0.6 0.1 0.0
```
Positions in Å, forces in eV/Å.

=====

[3]
The following is a quantum chemistry calculation of a single C5H10O molecule, from OMol25.

- ΔE to the lowest compared entry with this formula, charge and spin (kcal per mole) = 78.0
- E_HOMO (alpha / beta) (eV) = -7.075 / -6.624
- orbital gap (alpha / beta) (Eh) = 0.2989 / 0.2810
- E_tot (eV) = -7391.3847

The geometry in XYZ format:
```
16
Properties=species:S:1:pos:R:3:forces:R:3
C 2.132393 -0.067315 0.407397 0.5 0.0 0.0
O 1.198102 0.845829 0.165735 0.1 0.2 0.3
C 0.014607 0.672481 -0.318870 -0.6 -0.1 -0.5
C -0.899598 1.847285 -0.258087 0.0 0.0 0.0
C -0.448277 -0.696436 -0.675181 0.0 0.1 -0.1
C -0.646660 -1.501383 0.614529 0.6 0.0 0.3
H 0.293389 -1.419720 1.219995 -0.9 -0.1 -0.2
H 2.113178 -1.009785 -0.108375 -0.2 -0.2 -0.1
H 3.072868 0.376572 0.672940 0.1 0.1 0.0
H -1.710626 1.688352 0.467667 0.1 0.0 -0.1
H -0.352406 2.743863 0.039081 0.0 -0.1 0.0
H -1.374967 2.030122 -1.228578 0.0 0.0 0.1
H -1.373318 -0.626226 -1.258510 0.1 0.0 0.1
H 0.293593 -1.199358 -1.314713 -0.1 0.1 0.1
H -0.798312 -2.557879 0.403818 -0.1 -0.1 0.0
H -1.513961 -1.126400 1.171156 0.3 -0.1 0.0
```
Positions in Å, forces in eV/Å.

=====

[4]
The following is a quantum chemistry calculation of a molecular structure, C5H10O3Tm at a distorted geometry, from OMol25.

- ΔE to the lowest compared entry with this formula, charge and spin (kcal per mole) = 0.0
- E_HOMO (alpha / beta) (eV) = -11.154 / -11.159
- orbital gap (alpha / beta) (Eh) = 0.2101 / 0.2126
- 2S+1 = 3
- ⟨S²⟩ = 2.002
- net charge = +1
- E_tot (eV) = -41009.4432

The geometry in XYZ format:
```
19
Properties=species:S:1:pos:R:3:forces:R:3
C 2.811136 0.553622 0.080618 1.7 -1.3 -0.1
O 2.006369 1.692837 0.071334 1.3 0.6 -0.8
C 2.017367 -0.697193 -0.310910 0.7 -0.2 -0.7
O 0.808928 -0.688524 0.439876 -0.1 1.1 0.5
C -0.517523 -1.475707 -0.088445 -1.2 -0.5 -0.3
C -1.771455 -0.847925 0.286542 1.4 -0.7 1.4
O -1.653057 0.608018 0.057082 -0.9 0.2 -0.9
C -2.883183 1.271787 -0.146735 -1.1 0.2 -0.4
Tm 0.210123 1.376713 0.601980 -1.4 -0.1 1.7
H 3.250385 0.380957 1.085619 -0.2 0.2 -0.4
H 3.661239 0.643663 -0.623319 -0.3 0.1 0.3
H 2.589614 -1.619405 -0.117903 -0.2 0.3 -0.1
H 1.767956 -0.659380 -1.387577 0.1 -0.1 0.3
H -0.379906 -2.413561 0.466397 -0.3 0.1 -0.7
H -0.355559 -1.507921 -1.177269 0.4 -0.1 0.4
H -1.964305 -0.957156 1.369233 -0.2 0.1 -0.3
H -2.675137 2.336402 -0.313086 -0.1 -0.1 0.0
H -3.388057 0.846091 -1.025146 0.2 0.2 0.3
H -3.534940 1.156678 0.731712 0.2 0.0 -0.2
```
Positions in Å, forces in eV/Å.